Record 1
{
  "formula": "C3H11N5",
  "method": "ωB97M-V with the def2-TZVPD basis set",
  "homo_ev": [-6.9, -6.9],
  "max_force_ha_per_bohr": 0.115,
  "gap_ev": [7.535, 7.534],
  "elements": ["C", "C", "N", "C", "N", "N", "N", "N", "H", "H", "H", "H", "H", "H", "H", "H", "H", "H", "H"],
  "xyz": [[-0.889, -0.213, -0.358], [1.819, -1.714, -0.034], [-0.425, 0.278, 0.825], [1.408, -0.285, 0.106], [-0.365, 1.648, 0.901], [-2.741, -0.077, 0.408], [-0.909, 0.454, -1.558], [2.094, 0.754, 0.003], [-0.930, -1.290, -0.419], [0.358, 2.012, 0.268], [-0.105, 1.898, 1.848], [-0.719, 1.447, -1.539], [-2.778, -0.531, 1.321], [-2.944, 0.907, 0.589], [-1.735, 0.327, -2.124], [3.114, 0.637, -0.017], [1.444, -2.126, -0.973], [1.391, -2.303, 0.780], [2.910, -1.822, -0.026]],
  "forces_ev_per_a": [[-5.717, 0.350, 1.504], [-0.374, -0.122, 0.248], [4.441, -0.795, -0.901], [0.148, 1.570, 1.091], [0.184, -0.129, -0.304], [0.479, -0.476, -1.626], [0.598, 0.725, -0.657], [-0.325, -0.409, 0.708], [0.263, 0.016, 0.061], [-0.022, 0.037, 0.182], [0.046, -0.108, -0.097], [0.009, -0.080, 0.432], [0.376, 0.004, -0.125], [0.365, -0.085, -0.099], [-0.004, -0.578, 0.178], [-0.289, -0.098, -0.589], [-0.038, 0.065, 0.026], [0.023, -0.030, -0.047], [-0.163, 0.145, 0.015]]
}

Record 2
{
  "formula": "C4H4F2",
  "method": "ωB97M-V with the def2-TZVPD basis set",
  "homo_ev": -9.4,
  "max_force_ha_per_bohr": 0.018,
  "gap_ev": 10.078,
  "smiles": "C=C(F)C(=C)F",
  "elements": ["C", "C", "F", "C", "C", "F", "H", "H", "H", "H"],
  "xyz": [[0.503, -1.163, -1.350], [-0.094, -0.164, -0.706], [-0.930, 0.679, -1.337], [0.098, 0.174, 0.702], [-0.499, 1.156, 1.363], [0.928, -0.679, 1.330], [1.169, -1.819, -0.827], [0.335, -1.334, -2.426], [-1.186, 1.789, 0.867], [-0.344, 1.351, 2.402]],
  "forces_ev_per_a": [[-0.514, 0.400, -0.661], [0.509, -0.465, -0.435], [-0.007, -0.040, -0.004], [-0.452, 0.195, 0.530], [0.409, -0.512, -0.127], [0.094, 0.078, -0.033], [0.138, -0.096, 0.187], [0.010, 0.184, 0.737], [-0.453, 0.434, -0.579], [0.265, -0.177, 0.386]]
}

Record 3
{
  "formula": "C18H32Br2NOSbSi3Yb",
  "method": "ωB97M-V with the def2-TZVPD basis set",
  "s_squared": 0.751,
  "total_charge": 1,
  "homo_ev": [-10.7, -10.7],
  "multiplicity": 2,
  "max_force_ha_per_bohr": 0.045,
  "gap_ev": [6.920, 6.525],
  "elements": ["Yb", "Br", "C", "C", "C", "Br", "C", "C", "C", "C", "N", "C", "C", "O", "H", "H", "H", "H", "C", "Si", "C", "C", "Sb", "Si", "C", "C", "C", "Si", "C", "C", "C", "H", "H", "H", "H", "H", "H", "H", "H", "H", "H", "H", "H", "H", "H", "H", "H", "H", "H", "H", "H", "H", "H", "H", "H", "H", "H", "H", "H"],
  "xyz": [[0.000, 0.000, 0.000], [0.000, 5.257, 0.480], [0.000, 3.804, 1.748], [0.000, 4.206, 3.078], [0.000, 3.253, 4.079], [0.000, 3.943, 5.864], [0.000, 1.875, 3.778], [0.000, 0.900, 4.809], [0.000, -0.457, 4.535], [0.000, -0.820, 3.219], [0.000, 0.068, 2.213], [0.000, 1.438, 2.418], [0.000, 2.438, 1.333], [0.000, 2.159, 0.068], [0.000, 5.264, 3.321], [0.000, 1.188, 5.856], [0.000, -1.197, 5.324], [0.000, -1.859, 2.910], [6.085, -1.590, -1.601], [4.215, -1.590, -1.598], [3.661, -3.324, -1.189], [3.657, -1.177, -3.329], [3.013, 0.000, 0.000], [4.101, 2.222, -0.606], [5.943, 2.162, -0.878], [3.747, 3.490, 0.716], [3.290, 2.824, -2.176], [4.102, -0.616, 2.218], [3.288, -2.188, 2.815], [3.751, 0.700, 3.493], [5.943, -0.890, 2.156], [6.436, -2.333, -2.346], [6.484, -1.878, -0.615], [6.482, -0.603, -1.887], [4.102, -4.033, -1.919], [2.554, -3.381, -1.238], [4.004, -3.589, -0.169], [4.098, -1.904, -4.041], [3.996, -0.156, -3.592], [2.550, -1.228, -3.384], [6.449, 1.766, 0.025], [6.308, 3.188, -1.088], [6.161, 1.533, -1.758], [4.255, 3.209, 1.654], [2.653, 3.560, 0.884], [4.134, 4.476, 0.386], [3.482, 2.106, -2.998], [3.703, 3.817, -2.449], [2.196, 2.912, -2.012], [2.194, -2.025, 2.904], [3.703, -2.466, 3.806], [3.480, -3.006, 2.094], [2.657, 0.870, 3.564], [4.261, 1.639, 3.215], [4.138, 0.366, 4.477], [6.159, -1.768, 1.523], [6.310, -1.106, 3.180], [6.451, 0.012, 1.763], [-1.983, 0.000, 0.000]],
  "forces_ev_per_a": [[-1.251, 1.274, -0.707], [0.018, -1.049, 0.290], [-0.003, -0.660, -0.683], [0.010, -0.754, 0.719], [0.014, 1.127, -0.081], [0.007, -0.443, -0.338], [-0.025, 0.033, 0.628], [-0.017, -0.586, -0.026], [0.010, 1.049, 0.822], [-0.091, 0.328, -1.887], [0.135, 0.099, 0.045], [0.001, 0.645, 0.866], [-0.044, 1.539, 1.746], [0.266, -2.134, -0.808], [-0.006, -0.196, -0.018], [-0.005, 0.312, -0.231], [-0.010, 0.048, -0.058], [-0.077, 0.007, 0.063], [0.187, 0.210, 0.210], [0.483, -0.655, -0.674], [-0.247, -0.121, 0.305], [-0.265, 0.302, -0.097], [0.917, -0.264, -0.179], [0.047, 1.384, -0.352], [0.223, -0.425, 0.072], [-0.218, -0.141, 0.388], [-0.322, -0.315, -0.227], [0.149, -0.234, 1.050], [-0.289, -0.295, -0.211], [-0.214, 0.328, -0.062], [0.187, 0.012, -0.342], [-0.243, 0.336, 0.338], [0.027, 0.171, -0.411], [0.021, -0.417, 0.173], [-0.283, 0.322, 0.421], [0.543, -0.223, 0.079], [-0.265, -0.085, -0.516], [-0.278, 0.414, 0.329], [-0.271, -0.516, -0.081], [0.556, 0.089, -0.227], [-0.002, 0.190, -0.600], [-0.227, -0.509, 0.181], [0.166, 0.226, 0.422], [-0.303, 0.289, -0.250], [0.593, 0.112, 0.060], [-0.241, -0.506, 0.152], [-0.190, 0.479, 0.214], [-0.242, -0.527, 0.106], [0.524, 0.054, -0.231], [0.684, -0.291, 0.022], [-0.261, 0.085, -0.514], [-0.202, 0.229, 0.477], [0.588, 0.108, 0.099], [-0.339, -0.266, 0.280], [-0.233, 0.165, -0.485], [0.158, 0.432, 0.228], [-0.199, 0.181, -0.502], [-0.022, -0.587, 0.179], [0.372, -0.380, -0.166]]
}

Record 4
{
  "formula": "C33H36F3N3OPtS2",
  "method": "ωB97M-V with the def2-TZVPD basis set",
  "total_charge": 2,
  "homo_ev": -12.6,
  "max_force_ha_per_bohr": 0.033,
  "gap_ev": 7.364,
  "elements": ["Pt", "F", "C", "F", "F", "C", "C", "C", "C", "C", "C", "C", "C", "H", "H", "H", "H", "N", "S", "C", "C", "C", "C", "C", "C", "C", "C", "C", "C", "C", "C", "H", "H", "H", "H", "H", "H", "H", "H", "H", "H", "H", "C", "C", "C", "C", "C", "C", "C", "S", "C", "O", "H", "H", "H", "H", "H", "H", "H", "H", "H", "H", "N", "C", "C", "N", "C", "C", "H", "H", "H", "H", "H", "H", "H", "H", "H", "H", "H"],
  "xyz": [[-1.083, 1.154, 0.108], [4.703, -4.662, 4.869], [5.126, -3.912, 3.844], [6.132, -3.142, 4.290], [5.645, -4.740, 2.920], [4.020, -3.075, 3.257], [4.305, -2.280, 2.153], [3.311, -1.502, 1.594], [2.020, -1.504, 2.132], [1.752, -2.301, 3.242], [2.748, -3.087, 3.803], [0.994, -0.699, 1.529], [0.184, 0.020, 0.989], [5.304, -2.275, 1.737], [3.522, -0.877, 0.736], [0.754, -2.316, 3.659], [2.535, -3.709, 4.661], [-1.865, -0.334, -1.009], [-0.980, -0.830, -2.290], [-2.172, -1.565, -3.387], [-1.729, -2.446, -4.368], [-2.645, -2.937, -5.282], [-3.977, -2.546, -5.216], [-4.399, -1.657, -4.241], [-3.493, -1.149, -3.317], [-0.011, -2.225, -1.802], [-0.598, -3.450, -1.500], [0.207, -4.475, -1.033], [1.574, -4.272, -0.877], [2.146, -3.047, -1.182], [1.350, -2.008, -1.644], [-2.187, -1.133, -0.467], [-0.692, -2.756, -4.413], [-2.318, -3.628, -6.047], [-4.687, -2.936, -5.932], [-5.435, -1.351, -4.197], [-3.802, -0.444, -2.559], [-1.659, -3.608, -1.647], [-0.228, -5.438, -0.801], [2.197, -5.081, -0.519], [3.210, -2.900, -1.061], [1.778, -1.039, -1.875], [4.115, 1.819, -2.197], [2.739, 2.340, -1.899], [1.636, 1.889, -2.628], [0.362, 2.346, -2.349], [0.190, 3.272, -1.320], [1.274, 3.743, -0.586], [2.541, 3.272, -0.883], [-1.421, 3.872, -0.922], [-1.838, 4.762, -2.400], [-2.345, 2.628, -0.953], [4.198, 1.482, -3.228], [4.347, 0.971, -1.548], [4.873, 2.580, -2.019], [1.782, 1.180, -3.435], [-0.487, 2.007, -2.929], [1.126, 4.466, 0.207], [3.392, 3.636, -0.321], [-1.765, 4.089, -3.252], [-1.138, 5.592, -2.492], [-2.854, 5.136, -2.285], [-3.292, 2.505, 4.473], [-2.022, 1.692, 4.548], [-1.682, 1.175, 3.160], [-1.580, 2.253, 2.172], [-2.789, 3.072, 2.123], [-3.166, 3.636, 3.484], [-3.537, 2.868, 5.396], [-4.063, 1.895, 4.188], [-2.184, 0.883, 5.257], [-1.251, 2.358, 4.936], [-2.448, 0.475, 2.817], [-0.743, 0.623, 3.186], [-0.759, 2.823, 2.359], [-3.600, 2.455, 1.727], [-2.656, 3.895, 1.424], [-4.116, 4.168, 3.458], [-2.396, 4.301, 3.875]],
  "forces_ev_per_a": [[-1.341, -0.078, 1.050], [0.015, -0.002, -0.002], [-0.030, -0.001, -0.022], [0.003, -0.005, -0.001], [0.001, 0.006, 0.015], [0.028, -0.012, 0.004], [-0.002, 0.007, -0.013], [0.036, 0.047, 0.011], [-0.036, 0.023, -0.065], [0.003, -0.068, 0.024], [-0.044, 0.019, 0.000], [0.226, -0.043, 0.167], [-0.190, -0.211, -0.127], [-0.006, 0.004, 0.006], [0.004, 0.002, 0.015], [-0.008, -0.011, -0.002], [-0.003, 0.003, 0.000], [0.433, 0.176, -0.508], [-0.007, -0.085, 0.007], [-0.087, -0.037, -0.065], [-0.053, 0.021, -0.016], [0.013, -0.010, -0.008], [0.004, -0.018, -0.021], [0.005, 0.022, 0.028], [0.020, -0.054, -0.050], [0.056, -0.071, 0.038], [0.051, 0.022, 0.015], [-0.040, 0.011, -0.003], [0.022, -0.015, 0.011], [-0.010, 0.017, -0.039], [0.022, -0.053, -0.022], [0.093, 0.046, 0.051], [0.002, 0.000, 0.003], [-0.003, -0.001, -0.002], [0.001, -0.002, -0.002], [-0.001, 0.001, 0.006], [-0.009, 0.007, 0.011], [-0.009, 0.003, 0.003], [-0.002, 0.002, 0.003], [0.000, 0.004, 0.002], [0.016, -0.007, -0.006], [-0.010, -0.002, 0.016], [-0.005, -0.013, 0.003], [0.024, -0.032, -0.038], [0.009, 0.010, 0.015], [0.044, 0.196, 0.004], [0.172, 0.076, -0.138], [-0.027, -0.102, -0.007], [-0.015, 0.022, 0.035], [-0.246, -0.189, -0.112], [-0.075, 0.014, -0.085], [0.392, 0.186, 0.092], [0.000, 0.001, 0.001], [0.001, 0.001, -0.002], [0.001, 0.001, -0.003], [0.009, 0.008, -0.001], [-0.005, -0.005, 0.019], [0.006, 0.024, -0.008], [0.000, 0.004, 0.000], [-0.008, 0.019, -0.008], [-0.009, 0.005, -0.021], [-0.015, 0.009, -0.023], [-0.002, 0.002, -0.001], [-0.017, 0.068, -0.023], [-0.067, -0.046, 0.128], [0.808, 0.105, -0.554], [-0.144, -0.032, -0.021], [0.029, -0.037, 0.063], [0.015, 0.012, 0.003], [-0.008, -0.001, 0.014], [0.010, -0.014, -0.015], [-0.011, -0.003, 0.019], [0.019, 0.003, -0.022], [-0.017, 0.006, -0.002], [-0.049, 0.048, 0.137], [0.021, -0.005, -0.017], [0.009, -0.007, 0.068], [0.002, -0.002, -0.022], [-0.015, 0.010, 0.010]]
}

Record 5
{
  "formula": "C3H6N2S2",
  "method": "ωB97M-V with the def2-TZVPD basis set",
  "homo_ev": -8.0,
  "max_force_ha_per_bohr": 0.113,
  "gap_ev": 7.493,
  "smiles": "NC(N)=CC(=S)S",
  "elements": ["N", "C", "N", "C", "C", "S", "S", "H", "H", "H", "H", "H", "H"],
  "xyz": [[0.968, -1.251, 1.514], [0.192, -0.624, 0.441], [-0.775, -1.605, -0.044], [0.511, 0.742, 0.146], [0.002, 1.565, -0.798], [0.502, 3.223, -0.837], [-1.161, 1.007, -2.062], [1.467, -0.442, 2.102], [0.154, -1.529, 2.284], [-1.274, -1.612, -1.091], [-0.555, -2.691, 0.368], [1.140, 1.152, 0.844], [-1.171, 2.065, -2.867]],
  "forces_ev_per_a": [[-2.722, 2.372, 3.335], [-0.222, -1.150, -0.160], [0.939, -1.584, -0.983], [-1.894, -5.462, 0.482], [-0.642, 4.124, -2.903], [-0.662, -1.962, -0.035], [0.421, -0.754, 1.025], [-1.168, -2.239, -1.951], [2.647, 0.441, -2.438], [2.197, 0.460, 3.898], [-0.656, 4.354, -1.817], [1.498, 1.010, 1.356], [0.266, 0.390, 0.193]]
}

Record 6
{
  "formula": "C11H10ErN2O4",
  "method": "ωB97M-V with the def2-TZVPD basis set",
  "s_squared": 3.753,
  "total_charge": 3,
  "homo_ev": [-17.9, -17.9],
  "multiplicity": 4,
  "max_force_ha_per_bohr": 0.211,
  "gap_ev": [3.825, 3.955],
  "elements": ["Er", "C", "O", "C", "O", "C", "O", "C", "O", "C", "H", "H", "C", "H", "H", "N", "C", "C", "C", "N", "C", "C", "H", "H", "H", "H", "H", "H"],
  "xyz": [[-0.370, -1.006, 0.844], [-2.265, 0.513, 1.567], [-3.049, 1.349, 1.755], [-1.797, -2.084, 2.567], [-2.389, -2.682, 3.361], [0.397, -0.135, 2.686], [1.060, 0.342, 3.517], [-2.042, -1.740, -0.340], [-2.731, -2.151, -1.184], [2.908, -4.253, -0.155], [2.654, -4.333, -1.205], [3.737, -3.621, 0.138], [2.299, -5.098, 0.783], [2.655, -5.123, 1.806], [1.572, -5.835, 0.463], [-0.121, 4.560, -2.289], [-0.142, 3.352, -1.639], [-0.884, 2.288, -2.150], [-0.970, 1.094, -1.432], [-0.276, 0.956, -0.272], [0.450, 1.976, 0.254], [0.553, 3.182, -0.443], [-0.637, 4.705, -3.102], [0.357, 5.324, -1.921], [-1.449, 2.360, -3.068], [-1.596, 0.259, -1.780], [0.938, 1.833, 1.230], [1.139, 3.970, 0.007]],
  "forces_ev_per_a": [[2.688, 0.179, -2.237], [-4.064, 4.394, 0.968], [3.820, -4.115, -0.897], [-3.049, -3.685, 4.372], [2.705, 2.946, -3.734], [5.244, 4.350, 8.414], [-3.709, -2.605, -4.375], [-7.243, -3.922, -7.088], [3.602, 2.208, 4.686], [-1.487, -1.746, 2.129], [0.012, 0.061, 0.018], [-0.036, 0.024, -0.045], [1.347, 1.937, -2.109], [-0.103, 0.014, -0.015], [-0.029, 0.065, 0.079], [0.031, -3.570, 1.854], [0.061, 3.050, -1.680], [-1.079, -2.479, 0.365], [0.441, 2.021, -1.018], [-0.129, -1.989, 1.159], [0.102, 1.826, -1.441], [0.482, -1.552, 2.240], [-0.919, 0.202, -1.518], [0.933, 1.355, 0.685], [0.043, 0.167, -0.090], [0.418, 0.509, 0.019], [-0.117, 0.176, -0.631], [0.034, 0.177, -0.110]]
}

Record 7
{
  "formula": "C5H10O",
  "method": "ωB97M-V with the def2-TZVPD basis set",
  "homo_ev": -9.2,
  "max_force_ha_per_bohr": 0.105,
  "gap_ev": 10.265,
  "smiles": "C=C(C)COC",
  "elements": ["C", "C", "C", "C", "O", "C", "H", "H", "H", "H", "H", "H", "H", "H", "H", "H"],
  "xyz": [[1.469, -1.414, -0.068], [1.154, -0.137, 0.031], [2.118, 0.988, 0.193], [-0.483, 0.355, -0.233], [-1.208, -0.590, 0.381], [-2.787, -0.267, 0.100], [0.712, -2.174, -0.178], [2.495, -1.758, -0.008], [3.147, 0.626, 0.228], [1.913, 1.531, 1.116], [2.036, 1.697, -0.632], [-0.626, 0.429, -1.325], [-0.616, 1.356, 0.216], [-3.265, -1.232, 0.233], [-2.993, 0.116, -0.904], [-3.064, 0.474, 0.851]],
  "forces_ev_per_a": [[-0.080, -0.179, 0.174], [-2.781, 1.408, -1.168], [0.114, -0.091, 0.067], [4.630, 0.281, 0.218], [-5.347, -0.512, -0.499], [2.874, -0.788, 0.949], [-0.142, -0.033, -0.102], [0.056, 0.101, 0.118], [-0.023, 0.014, 0.016], [0.006, 0.087, 0.022], [-0.033, 0.058, -0.021], [0.012, -0.081, 0.180], [0.151, -0.057, -0.111], [-0.029, 0.114, 0.190], [0.605, -0.097, 0.036], [-0.014, -0.224, -0.069]]
}

Record 8
{
  "formula": "C2H6F3PSi",
  "method": "ωB97M-V with the def2-TZVPD basis set",
  "s_squared": 2.004,
  "homo_ev": [-7.4, -9.1],
  "multiplicity": 3,
  "max_force_ha_per_bohr": 0.127,
  "gap_ev": [8.140, 5.769],
  "elements": ["C", "C", "F", "F", "F", "Si", "P", "H", "H", "H", "H", "H", "H"],
  "xyz": [[-0.245, -0.155, -1.380], [0.397, -0.450, 1.396], [-2.719, -0.357, 0.674], [-4.024, 1.262, -0.400], [-4.777, -1.009, -0.671], [-4.306, -0.028, 0.533], [0.361, -1.372, -0.183], [-0.487, 0.930, -1.058], [-1.136, -0.457, -1.959], [0.418, 0.141, -2.168], [0.736, 0.669, 1.258], [0.959, -0.940, 2.041], [-0.711, -0.469, 1.851]],
  "forces_ev_per_a": [[-1.500, 2.852, -0.359], [-4.489, 4.114, -2.411], [-1.103, -0.504, 1.088], [-1.071, 0.488, 0.952], [-0.406, -0.029, 1.379], [2.469, 0.052, -3.447], [0.224, -0.339, -0.065], [0.072, -1.806, 0.414], [0.156, -0.293, 0.528], [1.139, -0.578, -0.546], [-0.669, -2.177, 0.410], [2.851, -2.096, 3.043], [2.327, 0.316, -0.986]]
}